Record 1
Formula: C4H76BClNO36S
Source: the Open Molecules 2025 dataset
Level of theory: wB97M-V/def2-TZVPD

Last column: Mulliken charge in e.
Positions of all 120 atoms, in Å:
O 1.557 -1.144 3.114  -0.5326
B 1.755 -0.188 2.186  0.0995
O 2.942 -0.143 1.533  0.1254
C 0.644 0.928 1.868  0.5279
C -0.355 1.103 3.000  -1.4695
N -1.776 0.874 2.574  0.4329
C -1.826 -0.343 1.728  1.2176
S -3.540 -0.555 1.106  -0.3495
Cl -1.537 -1.747 2.769  -0.1651
C -0.905 -0.262 0.519  -1.6617
O 0.059 0.744 0.589  -0.2807
H 1.761 -2.018 2.789  0.2838
H 2.839 -0.302 0.589  0.1706
H 1.168 1.848 1.799  -0.0658
H -0.309 2.104 3.358  0.6568
H -0.163 0.476 3.840  0.4592
H -2.327 0.689 3.422  -0.0926
H -2.133 1.657 2.016  0.4584
H -4.084 -1.156 2.173  0.3166
H -1.523 -0.033 -0.327  0.7272
H -0.488 -1.229 0.323  0.3292
O 0.019 3.370 -0.951  -0.7563
H -0.118 2.848 -1.751  0.2876
H 0.112 2.723 -0.247  0.3764
O -2.153 3.634 2.516  -0.5194
H -2.759 4.198 3.016  0.2559
H -1.475 4.236 2.192  0.2665
O 3.840 1.026 -1.088  -0.3279
H 4.758 0.834 -1.327  0.1894
H 3.898 1.842 -0.589  0.1730
O -3.120 -3.021 -1.442  -0.4856
H -2.177 -3.051 -1.632  0.2543
H -3.228 -2.206 -0.936  0.2212
O -6.901 -0.117 1.695  -0.6304
H -5.958 -0.255 1.550  0.2688
H -6.935 0.693 2.212  0.2756
O -3.971 -5.155 0.498  -0.6185
H -3.887 -4.650 -0.321  0.3403
H -3.081 -5.490 0.665  0.3043
O -4.898 -0.955 -2.628  -0.6633
H -5.858 -1.003 -2.689  0.3497
H -4.607 -1.842 -2.878  0.3192
O -2.406 1.508 5.132  -0.4799
H -1.948 2.356 5.043  0.1846
H -2.593 1.434 6.075  0.2925
O -2.295 -0.450 -4.169  -0.6297
H -3.016 -0.044 -3.672  0.3139
H -1.805 0.294 -4.533  0.3025
O -4.806 3.610 3.789  -0.5522
H -5.739 3.821 3.689  0.2858
H -4.738 2.693 3.514  0.2688
O 3.051 3.733 -1.938  -0.6638
H 2.098 3.892 -1.964  0.3095
H 3.139 2.811 -2.209  0.3340
O -2.256 5.302 5.216  -0.6090
H -1.982 5.346 6.144  0.3195
H -3.059 4.769 5.240  0.2794
O -1.882 -1.893 6.271  -0.6650
H -2.343 -2.721 6.481  0.3373
H -1.691 -1.953 5.332  0.2802
O 5.563 -1.185 -2.416  -0.5839
H 5.345 -1.791 -3.128  0.2888
H 5.778 -1.755 -1.672  0.2913
O 6.489 1.871 -0.414  -0.5267
H 7.408 1.684 -0.664  0.2778
H 6.554 2.693 0.082  0.2327
O -1.366 -6.464 0.755  -0.6063
H -0.697 -6.257 1.412  0.2639
H -1.213 -7.389 0.538  0.3116
O 9.370 2.579 -1.537  -0.6137
H 9.482 3.047 -2.368  0.2935
H 10.215 2.128 -1.413  0.3147
O 4.780 2.309 -4.481  -0.7071
H 4.688 1.945 -3.596  0.3360
H 5.551 2.883 -4.419  0.3180
O -3.301 2.101 -3.318  -0.5664
H -3.219 2.537 -2.465  0.2783
H -4.131 2.435 -3.673  0.2854
O -3.354 -7.621 -1.720  -0.6297
H -3.170 -7.254 -0.850  0.3271
H -4.133 -7.138 -2.009  0.3087
O -6.789 -2.036 -0.637  -0.6048
H -5.865 -2.169 -0.866  0.2990
H -6.810 -1.238 -0.097  0.3396
O -2.528 -1.967 -7.015  -0.6378
H -2.256 -1.605 -6.165  0.3368
H -1.912 -2.690 -7.187  0.3563
O 2.361 3.337 0.926  -0.6156
H 2.454 3.826 0.094  0.3463
H 3.207 2.901 1.056  0.2391
O 12.392 2.800 -1.334  -0.6009
H 13.298 2.602 -1.584  0.3027
H 12.453 3.619 -0.834  0.3130
O 0.241 0.553 -5.263  -0.5529
H 0.283 1.048 -6.087  0.2837
H 1.156 0.327 -5.075  0.2752
O -1.008 5.110 7.942  -0.6253
H -1.240 4.741 8.799  0.3082
H -0.238 5.659 8.117  0.3038
O 6.578 0.806 -6.441  -0.6168
H 6.024 1.376 -5.895  0.3428
H 7.191 1.418 -6.852  0.3194
O -0.670 -3.993 -8.325  -0.6593
H -0.638 -3.494 -9.147  0.3251
H 0.242 -4.244 -8.159  0.3167
O -5.434 -10.191 -1.185  -0.6422
H -6.064 -9.716 -0.639  0.3102
H -4.866 -9.501 -1.546  0.3421
O -4.027 -3.812 7.294  -0.6341
H -4.942 -3.560 7.135  0.3226
H -4.015 -4.764 7.168  0.3127
O 5.667 -0.638 1.248  -0.5906
H 5.077 -0.100 1.779  0.2625
H 6.278 -0.005 0.856  0.3200
O -4.423 -0.409 6.199  -0.6342
H -4.177 -0.073 5.336  0.2481
H -3.651 -0.928 6.479  0.4101
O 6.901 3.735 -7.357  -0.5951
H 6.344 4.463 -7.644  0.2953
H 7.785 3.988 -7.637  0.3073

net charge = +1
HOMO = -0.4251 hartree
E_LUMO = -2.8 eV
multiplicity = 1

---

Record 2
Formula: C5H3Cl4N2O
Source: the Open Molecules 2025 dataset
Level of theory: wB97M-V/def2-TZVPD

Last column: Mulliken charge in e.
Positions of all 15 atoms, in Å:
O -0.559 1.028 1.970  -0.3308
C -1.341 0.950 1.116  0.5633
Cl -2.951 0.250 1.355  -0.1272
N -1.331 1.474 -0.111  -0.2071
C -1.035 1.108 -1.261  -0.3041
C -0.474 -0.274 -1.550  0.0568
N 0.351 -0.828 -0.769  -0.0217
C 1.274 -0.244 0.102  -0.0835
Cl 1.781 1.400 -0.301  -0.0318
C 1.833 -0.945 1.112  0.5704
Cl 2.950 -0.420 2.167  -0.0536
Cl 1.135 -2.513 1.421  -0.1150
H -1.040 1.826 -2.090  0.3610
H -1.107 -1.028 -2.114  0.3807
H 0.514 -1.785 -1.044  0.3426

net charge = +1
HOMO (spin up / spin down) = -0.5134 / -0.5134 hartree
SMILES string = O=C(Cl)/N=C\C=[NH+]/C(Cl)=C(Cl)Cl
E_LUMO (spin up / spin down) = -6.3 / -6.3 eV
multiplicity = 1
energy above the lowest of the compared OMol25 structures with the same formula, charge and spin = 0.0 kcal per mole

---

Record 3
Formula: C4H15NO3
Source: the Open Molecules 2025 dataset
Level of theory: wB97M-V/def2-TZVPD

Last column: Mulliken charge in e.
Positions of all 23 atoms, in Å:
C 0.358 -0.456 -1.491  -0.3620
C -0.563 -1.684 -1.058  -0.4231
C -0.681 -1.516 0.481  -0.4838
N -0.442 -0.006 0.716  -0.3004
C 0.460 0.432 -0.227  -0.5824
H 0.157 -0.001 -2.498  0.3542
H 1.541 -0.854 -1.592  0.1339
H 0.028 -2.582 -1.259  0.2613
H -1.578 -1.694 -1.658  0.2596
H -1.703 -1.810 0.778  0.2912
H 0.154 -2.044 1.111  0.3153
H -1.365 0.423 0.517  0.3101
H 1.556 0.596 0.154  0.2456
H 0.456 1.464 -0.681  0.0786
O -2.260 1.863 -0.336  -0.5974
H -2.788 1.553 0.418  0.2715
H -2.774 2.566 -0.566  0.2662
O 0.882 3.557 1.606  -0.6101
H 1.200 2.753 1.663  0.2768
H 0.767 3.869 0.648  0.3247
O 2.218 -2.316 1.445  -0.7022
H 2.141 -1.329 1.214  0.3482
H 2.237 -2.785 0.614  0.3243

HOMO = -0.3300 hartree
SMILES string = C1CCNC1.O.O.O
E_LUMO = 0.4 eV
multiplicity = 1
energy above the lowest of the compared OMol25 structures with the same formula, charge and spin = 69.7 kcal per mole